# 1
Molecular formula: C34H51BrN2P2Pd
Method: DFT, the ωB97M-V functional and the def2-TZVPD basis

Atoms and positions in Å:
C 8.151 -2.649 -3.928
C 7.985 -1.720 -2.878
C 9.133 -1.134 -2.303
C 10.389 -1.543 -2.765
N 10.524 -2.431 -3.740
C 9.458 -2.978 -4.311
C 6.705 -1.392 -2.334
C 5.897 -1.044 -1.466
C 4.585 -0.940 -1.004
C 3.609 -0.759 -1.997
C 2.262 -0.802 -1.625
C 2.037 -0.925 -0.266
C 2.941 -1.307 0.706
C 4.287 -1.201 0.337
Pd 0.319 0.189 -0.228
P 0.147 2.359 -0.909
H 9.056 -0.407 -1.495
H 7.308 -3.134 -4.420
H 11.300 -1.138 -2.321
H 9.646 -3.713 -5.098
H 5.079 -1.426 1.049
H 3.917 -0.649 -3.037
H 2.635 -1.651 1.693
H 1.457 -0.740 -2.349
C -1.252 3.216 -0.083
C -1.182 4.728 0.138
H -1.386 2.705 0.881
H -2.138 2.975 -0.690
H -2.089 5.052 0.667
H -0.328 5.020 0.758
H -1.145 5.301 -0.797
C 1.784 3.076 -0.525
C 2.672 3.463 -1.697
H 2.290 2.285 0.052
H 1.646 3.928 0.149
H 3.653 3.789 -1.327
H 2.848 2.613 -2.366
H 2.256 4.291 -2.281
C -0.172 2.714 -2.684
C -0.508 4.159 -3.072
H -1.008 2.061 -2.969
H 0.705 2.363 -3.248
H -0.573 4.232 -4.166
H -1.483 4.466 -2.678
H 0.244 4.891 -2.749
Br 0.350 -1.706 1.914
P 2.729 1.874 3.573
C 2.226 3.271 2.543
C 2.164 4.538 3.414
H 1.251 3.009 2.102
H 2.949 3.380 1.722
H 2.160 5.446 2.796
H 1.257 4.542 4.036
H 3.037 4.580 4.082
C 1.310 0.877 4.110
C 1.568 0.371 5.541
H 1.129 0.068 3.374
H 0.420 1.530 4.100
H 0.705 -0.208 5.899
H 2.458 -0.269 5.596
H 1.713 1.217 6.228
C 4.172 0.987 2.907
C 5.491 1.596 3.448
H 4.127 0.982 1.810
H 4.085 -0.062 3.230
H 6.345 0.956 3.188
H 5.681 2.597 3.039
H 5.451 1.675 4.543
C -1.592 -4.067 -0.217
N -2.687 -3.272 0.403
C -2.898 -3.694 1.821
C -2.488 -1.773 0.273
C -2.265 -1.415 -1.144
C -3.247 -1.879 -2.057
C -3.058 -1.739 -3.425
C -1.915 -1.088 -3.885
C -0.989 -0.551 -2.963
C -1.160 -0.691 -1.598
H -0.636 -3.749 0.222
H -1.601 -3.913 -1.299
H -1.790 -5.124 0.008
H -3.558 -3.491 -0.105
H -2.000 -3.441 2.401
H -3.775 -3.172 2.221
H -3.070 -4.782 1.829
H -3.387 -1.313 0.697
H -1.624 -1.534 0.904
H -4.165 -2.364 -1.684
H -3.800 -2.146 -4.130
H -1.749 -0.976 -4.955
H -0.138 -0.011 -3.368

Its expectation value of S² is 2.03. The HOMO energy (spin up / spin down) comes out at -12.25 / -12.45 eV. The total charge is +2. The multiplicity is 3. As for the electronic energy: -4819.5178 Eh.

# 2
Molecular formula: C34H51Cl34F3N3O5P2SSi
Method: DFT, the ωB97M-V functional and the def2-TZVPD basis

Atoms and positions in Å:
C 1.024 -0.704 2.522
C 0.817 -0.395 1.136
C 1.796 -0.630 -0.091
C 0.835 -1.094 -1.358
F 1.709 -1.926 -2.193
F 0.423 -0.012 -2.199
C -0.395 -2.032 -0.935
C -1.828 -1.298 -0.816
Si -3.348 -2.416 -1.222
C -4.201 -1.654 -2.779
C -2.904 -4.218 -1.691
C -4.531 -2.496 0.304
C -4.343 -3.746 1.248
C -5.220 -3.892 2.533
C -6.287 -2.742 2.815
C -6.490 -1.510 1.843
C -5.610 -1.359 0.569
C 2.426 0.822 -0.571
N 3.630 1.268 0.229
C 3.379 2.401 1.189
C 2.795 3.747 0.550
F 2.451 2.048 2.262
P 4.842 1.901 -0.990
O 5.973 2.963 -0.283
O 4.093 2.823 -2.223
C 4.237 0.141 1.023
C 5.759 0.341 1.483
C 6.124 -0.805 2.595
C 7.507 -0.459 3.352
C 7.587 -1.437 4.647
S 6.426 -0.875 5.998
O 6.265 0.629 5.849
O 5.078 -1.527 5.778
Cl 7.056 -1.444 7.906
C 4.237 -1.197 0.078
N 2.834 -1.650 0.013
P 2.449 -3.182 0.693
N 3.046 -4.535 -0.329
O 3.361 -3.324 2.176
H 1.081 -1.771 2.967
H 1.125 0.150 3.300
H -0.188 0.125 0.887
H -0.244 -2.643 0.017
H -0.510 -2.813 -1.789
H -1.940 -0.348 -1.440
H -1.963 -0.994 0.294
H -3.964 -0.532 -2.785
H -3.715 -2.106 -3.712
H -5.321 -1.879 -2.834
H -2.101 -4.679 -1.001
H -2.477 -4.281 -2.770
H -3.793 -4.952 -1.678
H -3.550 -4.517 0.973
H -5.033 -4.785 3.208
H -6.901 -2.845 3.764
H -7.273 -0.700 2.094
H -5.685 -0.493 -0.154
H 2.812 0.602 -1.646
H 1.543 1.548 -0.552
H 4.347 2.707 1.748
H 2.623 4.476 1.436
H 1.754 3.627 0.061
H 3.486 4.292 -0.176
H 5.567 3.755 0.140
H 4.747 3.300 -2.783
H 3.639 -0.163 1.954
H 6.456 0.101 0.586
H 6.006 1.336 1.985
H 6.259 -1.845 2.124
H 5.232 -0.886 3.313
H 7.569 0.646 3.634
H 8.359 -0.807 2.655
H 7.306 -2.520 4.393
H 8.673 -1.479 5.050
H 4.609 -0.990 -0.988
H 4.879 -2.038 0.506
H 2.732 -4.251 -1.283
H 2.433 -5.324 -0.031
H 3.556 -4.276 2.356
C -3.605 2.039 0.244
Cl -4.767 0.864 0.895
Cl -1.953 1.530 0.610
Cl -3.832 2.248 -1.504
H -3.776 3.001 0.723
C 9.322 1.252 10.233
Cl 9.326 2.667 9.170
Cl 10.876 0.409 10.152
Cl 8.958 1.727 11.898
H 8.544 0.571 9.894
C -5.284 0.659 -5.965
Cl -4.800 1.247 -4.366
Cl -4.148 -0.566 -6.549
Cl -6.928 0.009 -5.914
H -5.268 1.499 -6.658
C -10.492 -1.257 -6.955
Cl -10.007 -0.669 -5.357
Cl -9.355 -2.482 -7.537
Cl -12.135 -1.908 -6.905
H -10.476 -0.417 -7.648
C 3.768 3.189 7.214
Cl 2.261 3.202 6.285
Cl 4.865 4.452 6.637
Cl 3.436 3.394 8.939
H 4.251 2.223 7.069
C -7.729 -6.154 4.801
Cl -9.251 -6.185 3.900
Cl -6.665 -4.878 4.181
Cl -8.034 -5.928 6.531
H -7.230 -7.112 4.664
C 0.976 3.243 -3.814
Cl -0.747 3.018 -3.507
Cl 1.271 3.532 -5.534
Cl 1.610 4.575 -2.844
H 1.497 2.332 -3.525
C -3.298 6.388 2.007
Cl -2.478 4.928 1.429
Cl -4.881 6.556 1.237
Cl -3.462 6.353 3.767
H -2.691 7.251 1.736
C -10.260 -5.152 -4.805
Cl -9.775 -4.565 -3.207
Cl -9.123 -6.377 -5.387
Cl -11.904 -5.805 -4.755
H -10.245 -4.312 -5.499
C 1.940 7.413 -6.724
Cl 0.212 7.186 -6.418
Cl 2.234 7.706 -8.444
Cl 2.574 8.746 -5.749
H 2.461 6.500 -6.437
C 1.863 2.579 -9.392
Cl 0.136 2.352 -9.085
Cl 2.156 2.873 -11.111
Cl 2.498 3.914 -8.416
H 2.385 1.668 -9.106

The HOMO energy comes out at -9.75 eV. The total charge is +1. As for the electronic energy: -19182.3533 Eh.

# 3
Molecular formula: C34H51FeN6OP
Method: DFT, the ωB97M-V functional and the def2-TZVPD basis

Atoms and positions in Å:
Fe -0.952 0.859 0.772
N 1.676 2.770 1.031
N -1.075 2.170 -1.032
C -2.356 -0.441 1.616
C -2.622 0.942 1.941
C -1.465 1.461 2.644
C -1.321 2.822 3.243
H -2.118 3.486 2.892
H -0.353 3.266 2.972
H -1.371 2.775 4.341
C -0.499 0.401 2.762
C 0.771 0.496 3.530
H 0.609 0.462 4.620
H 1.282 1.437 3.287
H 1.445 -0.322 3.251
C -1.044 -0.774 2.106
C -0.399 -2.110 2.024
H 0.594 -1.992 1.570
H -0.988 -2.793 1.398
H -0.281 -2.569 3.018
C -3.897 1.691 1.730
H -4.201 2.192 2.663
H -4.696 1.010 1.418
H -3.789 2.471 0.958
C -3.290 -1.424 0.994
H -2.836 -1.894 0.106
H -4.219 -0.935 0.680
H -3.536 -2.225 1.713
C 2.963 3.137 1.001
H 3.566 2.856 1.863
C 3.522 3.870 -0.049
H 4.578 4.145 -0.018
C 2.698 4.277 -1.100
H 3.085 4.869 -1.925
C 1.352 3.921 -1.062
H 0.658 4.232 -1.835
C 0.898 3.145 0.021
C -0.502 2.694 0.168
H -1.111 3.494 0.623
C -1.452 0.815 -1.003
C -1.735 2.844 -2.030
H -1.561 3.888 -2.215
C -2.521 1.946 -2.655
H -3.151 2.058 -3.512
N -2.377 0.724 -2.004
C -3.189 -0.429 -2.265
C -4.577 -0.369 -2.054
C -5.324 -1.540 -2.238
H -6.400 -1.510 -2.051
C -4.724 -2.731 -2.648
C -5.527 -3.988 -2.825
H -5.229 -4.763 -2.104
H -5.382 -4.413 -3.827
H -6.596 -3.797 -2.690
C -3.349 -2.753 -2.868
H -2.863 -3.671 -3.201
C -2.568 -1.609 -2.686
C -1.100 -1.606 -2.962
H -0.827 -0.917 -3.777
H -0.781 -2.612 -3.262
H -0.539 -1.315 -2.064
C -5.264 0.879 -1.585
H -5.603 1.498 -2.428
H -4.628 1.496 -0.940
H -6.156 0.602 -1.003
C 3.730 0.630 -1.726
N 3.426 -0.712 -1.217
C 2.412 -1.343 -2.078
P 3.187 -0.850 0.434
O 1.903 -0.317 0.952
N 3.339 -2.500 0.721
C 3.243 -2.956 2.111
C 4.182 -3.334 -0.127
N 4.492 0.007 1.049
C 5.832 -0.373 0.613
C 4.422 0.419 2.459
H 4.088 0.508 -2.757
H 4.504 1.110 -1.123
H 2.845 1.291 -1.741
H 2.857 -1.481 -3.075
H 2.096 -2.325 -1.704
H 1.522 -0.695 -2.191
H 2.498 -2.366 2.664
H 2.915 -4.003 2.117
H 4.210 -2.888 2.640
H 4.002 -3.098 -1.177
H 5.256 -3.213 0.083
H 3.910 -4.380 0.055
H 5.868 -0.485 -0.473
H 6.512 0.438 0.903
H 6.177 -1.310 1.082
H 3.509 1.003 2.617
H 4.420 -0.432 3.170
H 5.291 1.057 2.679

Its expectation value of S² is 6.03. The HOMO energy (spin up / spin down) comes out at 2.32 / -3.03 eV. The total charge is -2. The multiplicity is 5. As for the electronic energy: -3334.8603 Eh.

# 4
Molecular formula: C34H52Br2O24
Method: DFT, the ωB97M-V functional and the def2-TZVPD basis

Atoms and positions in Å:
Br -2.613 19.649 10.908
C -1.082 18.991 9.888
C -1.548 18.139 8.742
Br 0.059 17.529 7.737
H -0.456 18.397 10.545
H -0.466 19.851 9.639
H -2.157 18.645 8.000
H -1.960 17.177 9.031
C -1.406 23.366 9.589
C -2.204 24.224 10.544
C -2.028 25.756 10.294
O -3.367 26.200 10.393
C -4.235 25.175 10.355
O -5.400 25.311 10.190
O -3.589 24.001 10.493
H -0.355 23.658 9.620
H -1.710 23.373 8.537
H -1.476 22.290 9.762
H -1.856 24.064 11.570
H -1.523 25.938 9.345
H -1.406 26.150 11.095
C -5.097 17.699 9.141
C -4.761 16.868 10.349
C -5.217 17.434 11.705
O -6.183 16.496 12.143
C -6.333 15.477 11.297
O -7.014 14.524 11.453
O -5.529 15.668 10.218
H -4.627 17.407 8.206
H -4.769 18.742 9.238
H -6.178 17.854 9.174
H -3.695 16.642 10.411
H -5.673 18.414 11.549
H -4.426 17.519 12.446
C 1.410 13.968 9.638
C 2.223 14.495 8.464
C 3.499 15.192 8.865
O 4.330 14.981 7.717
C 3.878 13.840 7.105
O 4.435 13.281 6.222
O 2.731 13.401 7.684
H 0.576 13.340 9.321
H 0.955 14.823 10.142
H 2.033 13.332 10.265
H 1.665 15.134 7.776
H 3.996 14.765 9.740
H 3.282 16.243 9.064
C -3.955 12.375 11.411
C -3.630 13.546 12.333
C -2.421 13.264 13.255
O -1.352 14.029 12.693
C -1.891 14.953 11.889
O -1.422 16.009 11.579
O -3.125 14.604 11.537
H -3.180 12.054 10.717
H -4.797 12.730 10.808
H -4.343 11.498 11.933
H -4.540 13.883 12.828
H -2.254 12.193 13.174
H -2.631 13.530 14.290
C 1.487 17.792 12.195
C 2.155 16.952 13.263
C 1.660 15.491 13.415
O 2.766 14.742 12.918
C 3.817 15.522 12.608
O 4.904 15.153 12.302
O 3.527 16.808 12.895
H 0.422 17.809 12.456
H 1.611 17.373 11.197
H 1.800 18.835 12.221
H 2.196 17.421 14.250
H 0.845 15.309 12.716
H 1.415 15.196 14.433
C -2.273 11.968 4.698
C -1.413 12.182 5.946
C -0.135 13.012 5.715
O -0.242 14.062 6.667
C -1.446 14.005 7.339
O -1.713 14.632 8.299
O -2.181 13.015 6.785
H -1.921 11.154 4.062
H -2.358 12.872 4.094
H -3.282 11.708 5.020
H -1.129 11.244 6.425
H -0.052 13.378 4.694
H 0.712 12.383 5.980
C 0.137 22.640 16.364
C 0.076 21.319 15.639
C -1.399 20.904 15.310
O -1.430 20.904 13.900
C -0.256 21.214 13.374
O -0.001 21.265 12.213
O 0.670 21.330 14.353
H -0.058 23.553 15.798
H 1.193 22.788 16.627
H -0.426 22.671 17.295
H 0.499 20.533 16.263
H -2.123 21.646 15.647
H -1.654 19.939 15.747
C -1.850 18.836 4.452
C -3.023 17.883 4.295
C -3.127 16.901 5.487
O -4.514 16.826 5.760
C -5.140 17.862 5.144
O -6.302 18.091 5.242
O -4.274 18.586 4.438
H -2.046 19.518 5.278
H -1.676 19.384 3.528
H -0.952 18.268 4.698
H -3.086 17.324 3.362
H -2.575 17.228 6.367
H -2.710 15.963 5.115

The HOMO energy comes out at -10.34 eV. The relative energy (zero: lowest compared OMol25 entry of this formula, charge and spin) is 16.37 kcal/mol. The total charge is 0. As for the electronic energy: -8280.6628 Eh.

Number 1: largest force on an atom 0.073 Eh/bohr. Number 2: largest force on an atom 0.127 Eh/bohr. Number 3: largest force on an atom 0.052 Eh/bohr. Number 4: largest force on an atom 0.050 Eh/bohr.